C46H124N14O19 | wB97M-V/def2-TZVPD

The lowest unoccupied orbital energy comes out at 0.1 eV. The energy is -109464.275 eV. For the HOMO energy, the calculation gives -8.467 eV.

Last column: Mulliken charge in e.
Positions of all 203 atoms, in Å:
C -18.41367 23.69926 11.80829  0.607
O -17.78813 23.66707 10.80678  -0.634
N -18.41094 22.75461 12.70392  -0.369
N -19.16457 24.69860 12.20070  -0.317
H -17.87102 21.91647 12.54236  0.220
H -19.29858 22.76344 13.18570  0.173
H -19.69449 24.81346 13.05281  0.153
H -19.07284 25.56312 11.68658  0.177
C -22.87420 20.97213 16.08434  0.757
O -22.02355 21.64927 15.60228  -0.680
N -23.43500 19.92342 15.43966  -0.381
N -23.32900 21.19561 17.24805  -0.304
H -23.24930 19.81384 14.45294  0.202
H -24.10054 19.38616 15.97680  0.132
H -23.99610 20.48657 17.51702  0.091
H -23.06184 21.98918 17.81283  0.186
C -27.50150 18.64963 18.59041  0.688
O -26.52128 18.12978 18.08233  -0.699
N -27.58327 18.87622 19.88288  -0.323
N -28.54718 19.07535 17.92124  -0.159
H -26.79396 18.74941 20.50014  0.202
H -28.35899 19.43181 20.21404  0.108
H -28.63469 19.02652 16.91622  0.114
H -29.37030 19.37256 18.42547  0.071
C -21.96777 19.95456 8.87844  0.587
O -21.59766 19.61716 9.96847  -0.633
N -22.82284 20.91743 8.63882  -0.347
N -21.66974 19.26814 7.80664  -0.380
H -22.95889 21.67991 9.28705  0.242
H -22.91654 21.05051 7.64201  0.172
H -20.95619 18.55417 7.84106  0.212
H -22.05486 19.43829 6.88858  0.146
C -21.53249 24.14694 23.15775  -1.033
C -20.65001 24.49238 21.90853  -0.162
O -21.55109 24.49609 20.82133  -0.491
H -21.04324 23.61590 23.97429  0.316
H -22.30978 23.42696 22.90166  0.283
H -22.07670 25.02969 23.49346  0.287
H -19.92488 23.69238 21.75923  0.255
H -20.09406 25.42001 22.04470  0.274
H -21.09412 24.76252 20.02022  0.272
C -16.90886 27.31530 16.77709  -1.084
C -17.42100 25.85075 17.06594  -0.110
O -18.79220 25.68708 16.73166  -0.547
H -16.92388 27.68626 15.75227  0.284
H -15.90586 27.49288 17.16510  0.356
H -17.49461 28.05024 17.32922  0.298
H -17.18470 25.47747 18.06240  0.270
H -16.89554 25.34387 16.25659  0.226
H -19.05969 24.81104 16.44425  0.303
C -25.35143 12.79310 18.88178  -0.866
C -24.78168 13.04990 17.50543  -0.302
O -23.93446 14.25643 17.37148  -0.497
H -24.57761 12.70455 19.64433  0.256
H -25.86293 11.83070 18.86539  0.307
H -26.10786 13.51293 19.19442  0.274
H -25.55257 13.12791 16.73878  0.274
H -24.17540 12.22095 17.14022  0.283
H -24.49567 15.03421 17.41263  0.272
C -18.12937 31.19448 11.86368  -0.783
O -18.80245 31.32418 13.11182  -0.271
C -19.72005 32.44441 13.15489  -0.542
C -20.62898 32.17647 14.35672  -0.880
N -21.47399 31.00823 14.32636  -0.330
C -22.44382 31.01216 13.22230  -0.453
C -23.30408 29.68840 13.28821  -0.793
O -22.54909 28.54229 12.86577  -0.318
C -22.86341 27.45446 13.69421  -0.741
H -17.48131 32.04642 11.65794  0.313
H -18.80334 30.99107 11.03152  0.295
H -17.37574 30.40980 11.93015  0.253
H -20.17875 32.72221 12.20593  0.419
H -18.99346 33.22478 13.38115  0.438
H -21.31765 33.00769 14.50804  0.419
H -19.97764 32.04524 15.22081  0.364
H -20.88343 30.19683 14.21248  0.286
H -21.91057 30.97082 12.27254  0.251
H -23.14356 31.84478 13.29450  0.350
H -24.05926 29.76793 12.50624  0.403
H -23.85992 29.66558 14.22555  0.428
H -22.48862 27.64514 14.69983  0.336
H -22.52102 26.49369 13.30978  0.240
H -23.94544 27.35051 13.77497  0.314
C -25.05978 4.63357 9.96656  -0.750
O -24.42786 5.85584 9.43023  -0.294
C -23.27411 6.29200 10.21149  -0.578
C -22.62633 7.38667 9.33374  -0.680
N -23.58602 8.55474 9.37589  -0.289
C -22.86404 9.69179 8.89602  -0.664
C -23.55395 11.02502 9.08745  -0.613
O -23.41007 11.40634 10.42810  -0.296
C -23.58023 12.82903 10.63438  -0.708
H -25.55210 4.89134 10.90427  0.292
H -24.38724 3.78730 10.10650  0.299
H -25.80427 4.27042 9.25808  0.252
H -22.56121 5.49169 10.40989  0.404
H -23.61249 6.61548 11.19585  0.346
H -22.33017 7.19680 8.30208  0.361
H -21.77145 7.67603 9.94493  0.386
H -23.86333 8.62982 10.34417  0.226
H -22.57798 9.61528 7.84701  0.371
H -21.87336 9.84639 9.32351  0.332
H -24.60653 11.01204 8.80456  0.347
H -22.98816 11.78602 8.55000  0.432
H -24.61789 13.08326 10.41817  0.294
H -22.94928 13.40713 9.95926  0.288
H -23.37100 13.10656 11.66749  0.242
C -28.71618 23.32575 9.56637  -0.773
O -29.04169 23.27356 10.89120  -0.273
C -28.01369 23.75134 11.73329  -0.626
C -28.54899 23.92959 13.12938  -0.323
N -29.56053 25.00632 13.33774  -0.293
C -30.10376 25.03417 14.70736  -1.028
C -29.12401 25.29794 15.80098  -0.464
O -28.41708 24.19649 16.23654  -0.201
C -27.50427 24.54301 17.22965  -0.876
H -28.15788 22.40557 9.39412  0.293
H -28.14077 24.18705 9.22700  0.322
H -29.63742 23.38568 8.98687  0.243
H -27.60799 24.66893 11.30725  0.374
H -27.14387 23.09449 11.72417  0.380
H -27.79815 23.71265 13.88917  0.299
H -29.15628 23.02839 13.21388  0.136
H -29.23142 25.95291 13.21227  0.288
H -30.63423 24.17320 15.11412  0.320
H -30.79985 25.87293 14.70244  0.411
H -29.75338 25.72212 16.58334  0.507
H -28.48793 26.16131 15.60579  0.374
H -27.28343 23.64176 17.80155  0.224
H -27.77040 25.28416 17.98330  0.346
H -26.58412 24.93407 16.79549  0.329
C -19.14993 20.46266 26.84219  -0.788
O -20.55635 20.34331 26.61687  -0.256
C -21.07269 19.10159 27.07052  -0.430
C -22.53691 19.17375 26.69003  -0.451
N -23.46340 17.99467 26.84656  -0.275
C -23.26626 17.07182 25.76605  -0.757
C -24.04612 17.33828 24.44947  -0.580
O -23.55275 18.44998 23.70564  -0.350
C -22.27932 18.40742 23.10928  -0.638
H -18.50243 19.66875 26.46994  0.319
H -18.97658 20.58895 27.91088  0.313
H -18.80594 21.32118 26.26539  0.236
H -21.04067 19.13023 28.15967  0.375
H -20.57135 18.25407 26.60310  0.292
H -22.58416 19.42049 25.62939  0.198
H -22.99626 19.94924 27.30297  0.389
H -24.45743 18.08751 26.99952  0.301
H -23.67835 16.07232 25.90485  0.362
H -22.20802 16.89046 25.57808  0.236
H -25.08241 17.46912 24.76107  0.310
H -24.13768 16.51900 23.73638  0.422
H -21.48479 18.50584 23.84896  0.190
H -22.07406 19.26617 22.47011  0.255
H -22.11158 17.53563 22.47686  0.326
C -32.09296 21.23923 19.19785  -0.727
O -32.48726 19.95504 18.65216  -0.320
C -33.60323 20.08590 17.79336  -0.501
C -33.97076 18.66733 17.04766  -0.868
N -33.09341 18.16783 15.95324  -0.365
C -32.88989 19.21737 14.90164  -0.399
C -31.87828 18.86587 13.82332  -0.754
O -30.59183 18.53965 14.39474  -0.247
C -29.58476 18.30230 13.47688  -0.838
H -31.44680 21.68375 18.44090  0.264
H -31.43534 20.96906 20.02407  0.209
H -32.91529 21.92278 19.40913  0.385
H -33.42676 20.94256 17.14291  0.446
H -34.48946 20.30483 18.38898  0.369
H -34.98231 18.82673 16.67422  0.403
H -34.04482 17.96411 17.87717  0.386
H -32.17906 17.84307 16.23357  0.312
H -32.34419 20.04412 15.35638  0.198
H -33.85715 19.50598 14.49027  0.346
H -31.78594 19.69901 13.12657  0.361
H -32.25617 18.02277 13.24497  0.437
H -29.04439 19.19559 13.16362  0.287
H -29.90062 17.56162 12.74222  0.360
H -28.68591 17.80441 13.84057  0.260
C -17.68733 18.24478 18.31200  -0.770
O -17.82345 16.89600 17.86377  -0.249
C -18.68239 16.58887 16.76505  -0.780
C -18.53998 15.22444 16.07838  -0.534
N -17.31580 14.92769 15.35126  -0.458
C -16.02559 15.08713 16.11641  -0.802
C -15.74082 14.40755 17.46782  -0.387
O -15.41493 13.05856 17.41661  -0.390
C -16.51156 12.16235 17.54378  -0.643
H -18.55493 18.57558 18.88293  0.286
H -17.53170 18.93329 17.48144  0.311
H -16.86706 18.38976 19.01500  0.262
H -18.44396 17.32306 15.99548  0.382
H -19.69971 16.78848 17.10167  0.493
H -19.36766 15.16731 15.37142  0.405
H -18.58710 14.46625 16.86006  0.288
H -17.32246 13.93288 15.17688  0.303
H -15.86976 16.16320 16.19309  0.349
H -15.23326 14.80708 15.42223  0.449
H -16.48221 14.68668 18.21649  0.289
H -14.94075 14.91356 18.00814  0.419
H -17.31470 12.32480 16.82498  0.208
H -17.02931 12.26736 18.49720  0.293
H -16.13015 11.14507 17.45561  0.277